Record 1
CH20Na3O13 | ωB97M-V/def2-TZVPD

Results
LUMO energy in eV: -5.2
HOMO-LUMO gap in Eh: 0.2649
ΔE to the lowest compared entry with this formula, charge and spin in eV: 0.0000
Max |F| in eV/Å: 1.14
E_tot in a.u.: -1515.068454

ORCA input file:
```
! RIJCOSX wB97M-V def2-TZVPD def2/J DEFGRID3
* xyz 1 1
Na 2.240 1.933 -1.069
Na -3.716 1.681 -0.398
Na -1.930 -0.893 -2.534
C -0.282 0.084 -0.281
O -1.452 0.633 -0.562
O -0.075 -1.080 -0.761
O 0.581 0.739 0.406
O 0.018 2.995 -2.062
H -0.115 2.588 -2.926
H -0.777 2.790 -1.555
O -2.198 0.277 2.662
H -3.006 0.801 2.673
H -1.559 0.797 2.158
O -1.324 3.093 0.986
H -0.413 3.366 0.838
H -1.355 2.180 0.658
O 1.471 -3.322 0.038
H 1.001 -2.536 -0.305
H 1.634 -3.886 -0.726
O 2.142 -0.310 -2.527
H 1.939 -0.112 -3.451
H 1.277 -0.338 -2.071
O 0.969 -1.184 2.607
H 0.743 -0.607 1.862
H 0.268 -1.844 2.641
O -2.988 -2.138 0.269
H -2.158 -1.672 0.086
H -3.576 -1.899 -0.453
O -1.011 -3.284 -2.206
H -0.190 -3.298 -2.715
H -0.767 -2.859 -1.364
O 0.950 2.159 3.027
H 1.886 2.115 3.254
H 0.840 1.518 2.312
O 3.690 0.823 0.723
H 2.879 0.316 0.569
H 4.366 0.375 0.195
*
```

***

Record 2
C31H26N7O6V | ωB97M-V/def2-TZVPD

Results
⟨S²⟩: 2.011
LUMO energy in eV: 4.1
HOMO-LUMO gap in Eh: 0.2251
ΔE to the lowest compared entry with this formula, charge and spin in eV: 0.2913
Max |F| in eV/Å: 1.02
E_tot in a.u.: -2975.882194

ORCA input file:
```
! RIJCOSX wB97M-V def2-TZVPD def2/J DEFGRID3
* xyz -2 3
V -0.208 0.293 0.066
C 1.449 -3.752 -0.865
O 0.482 -4.396 -0.039
C 0.161 -3.817 1.162
C 0.069 -4.663 2.243
C -0.265 -4.186 3.512
C -0.471 -2.839 3.678
C -0.389 -1.943 2.597
C -0.573 -0.544 2.919
N -0.427 0.431 2.101
N -0.547 1.721 2.617
C -0.417 2.595 1.649
O -0.261 2.360 0.407
C -0.424 4.034 2.075
C -0.016 5.005 1.165
C 0.004 6.343 1.529
C -0.395 6.725 2.802
C -0.813 5.760 3.710
C -0.825 4.422 3.351
C -0.130 -2.425 1.286
O -0.156 -1.701 0.208
H 1.819 -4.528 -1.535
H 2.278 -3.365 -0.264
H 1.022 -2.931 -1.434
H 0.264 -5.715 2.073
H -0.349 -4.868 4.348
H -0.711 -2.439 4.657
H -0.803 -0.300 3.956
H 0.278 4.682 0.176
H 0.328 7.090 0.815
H -0.385 7.771 3.086
H -1.132 6.053 4.704
H -1.141 3.658 4.047
C -3.897 0.884 -1.876
C -2.401 0.754 -1.852
O -1.925 0.396 -0.715
C -1.613 0.983 -2.956
C -0.191 0.855 -2.976
C 0.517 1.128 -4.275
N 0.496 0.524 -1.921
N 1.888 0.508 -2.074
C 2.438 0.425 -0.900
O 1.817 0.358 0.227
C 3.932 0.463 -0.837
C 4.711 0.379 -1.991
C 6.093 0.419 -1.907
C 6.714 0.545 -0.670
C 5.944 0.627 0.481
C 4.559 0.583 0.399
H -4.173 1.854 -1.456
H -4.320 0.103 -1.243
H -4.297 0.808 -2.886
H -2.097 1.249 -3.885
H -0.198 1.392 -5.052
H 1.087 0.251 -4.585
H 1.239 1.935 -4.145
H 4.209 0.284 -2.945
H 6.689 0.350 -2.809
H 7.796 0.576 -0.605
H 6.421 0.723 1.449
H 3.939 0.637 1.284
N -2.729 -2.780 -1.424
C -3.896 -2.781 -0.695
O -4.057 -2.022 0.259
C -4.921 -3.708 -1.158
C -6.176 -3.736 -0.528
N -7.226 -3.770 -0.038
C -4.699 -4.575 -2.234
N -4.515 -5.294 -3.129
H -1.903 -2.323 -1.070
H -2.574 -3.539 -2.066
*
```

***

Record 3
C5H12BrN2 | ωB97M-V/def2-TZVPD

Results
LUMO energy (alpha / beta) in eV: -4.3 / -4.3
HOMO-LUMO gap (alpha / beta) in Eh: 0.2392 / 0.2393
ΔE to the lowest compared entry with this formula, charge and spin in eV: 3.8059
Max |F| in eV/Å: 4.87
E_tot in a.u.: -2880.874151

ORCA input file:
```
! RIJCOSX wB97M-V def2-TZVPD def2/J DEFGRID3
* xyz 1 1
C -0.887 -1.401 -0.388
C -2.018 -1.661 -1.294
C 1.051 1.628 -0.709
C 1.357 1.870 0.676
C -0.279 -0.452 1.760
N -1.167 -0.895 0.818
N 2.422 1.249 1.142
Br 1.223 -1.666 2.095
H 0.097 -1.907 -0.481
H -1.959 -1.286 -2.229
H -2.895 -1.443 -0.795
H -2.159 -2.811 -1.453
H 0.025 1.458 -0.965
H 1.545 0.842 -1.183
H 1.315 2.578 -1.351
H 0.916 2.619 1.318
H -0.797 -0.043 2.656
H 2.829 1.232 2.090
H 2.863 0.618 0.454
H -2.046 -0.341 0.995
*
```

***

Record 4
C4H11O2S2 | ωB97M-V/def2-TZVPD

Results
LUMO energy in eV: 2.9
HOMO-LUMO gap in Eh: 0.2239
ΔE to the lowest compared entry with this formula, charge and spin in eV: 1.8933
Max |F| in eV/Å: 5.99
E_tot in a.u.: -1105.816903

ORCA input file:
```
! RIJCOSX wB97M-V def2-TZVPD def2/J DEFGRID3
* xyz -1 1
C -0.312 -0.197 0.396
C 0.592 -0.766 1.564
O 1.651 -1.344 1.066
C -0.869 1.151 0.840
S -1.908 2.056 -0.412
S -2.993 0.837 -1.524
C -1.623 0.046 -2.460
H 0.294 0.012 -0.458
H -1.069 -0.952 0.086
H -0.006 -1.520 2.087
H 0.834 -0.141 2.277
H -1.583 1.056 1.619
H -0.160 1.856 1.228
H -0.614 0.563 -2.210
H -1.744 -0.006 -3.545
H -1.677 -0.954 -1.885
H 4.542 -0.744 0.422
H 2.897 -0.651 0.606
O 3.750 -0.301 0.302
*
```

***

Record 5
C4H7N3 | ωB97M-V/def2-TZVPD

Results
LUMO energy in eV: 0.9
Structure (SMILES): Cc1cn(C)nn1
HOMO-LUMO gap in Eh: 0.3740
ΔE to the lowest compared entry with this formula, charge and spin in eV: 0.7810
Max |F| in eV/Å: 0.24
E_tot in a.u.: -320.854600

ORCA input file:
```
! RIJCOSX wB97M-V def2-TZVPD def2/J DEFGRID3
* xyz 0 1
C 1.622 0.346 -1.908
C 0.866 -0.021 -0.673
C -0.482 -0.012 -0.412
N -0.568 -0.278 0.913
C -1.717 -0.218 1.791
N 0.645 -0.452 1.440
N 1.514 -0.305 0.491
H 2.278 1.193 -1.680
H 2.254 -0.475 -2.260
H 0.945 0.643 -2.715
H -1.354 0.148 -1.032
H -1.444 0.388 2.656
H -2.016 -1.214 2.124
H -2.545 0.259 1.263
*
```

***

Record 6
C6H14S | ωB97M-V/def2-TZVPD

Results
⟨S²⟩: 2.006
LUMO energy (alpha / beta) in eV: 0.9 / -3.0
HOMO-LUMO gap (alpha / beta) in Eh: 0.1803 / 0.2088
ΔE to the lowest compared entry with this formula, charge and spin in eV: 2.6189
Max |F| in eV/Å: 5.45
E_tot in a.u.: -634.915151

ORCA input file:
```
! RIJCOSX wB97M-V def2-TZVPD def2/J DEFGRID3
* xyz 0 3
C 0.337 -1.992 -0.645
C 0.857 -0.931 -0.082
C 1.109 -1.080 1.400
C 1.413 1.651 -0.119
C -3.199 0.510 0.004
C 1.575 0.170 -0.744
S -1.488 -0.226 0.006
H 0.358 -1.981 -1.785
H -0.038 -2.872 -0.157
H 1.212 -0.131 1.859
H 2.001 -1.609 1.601
H 0.399 -1.515 1.996
H 0.357 1.731 0.310
H 1.721 2.491 -0.781
H 1.990 1.841 0.779
H -3.044 1.652 -0.175
H -3.856 0.102 -0.759
H -3.683 0.317 1.030
H 1.277 0.310 -1.751
H 2.558 -0.228 -0.683
H -1.708 -1.053 -1.030
*
```

***

Record 7
C19H40IrNP3Se | ωB97M-V/def2-TZVPD

Results
⟨S²⟩: 6.033
LUMO energy (alpha / beta) in eV: -7.9 / -12.3
HOMO-LUMO gap (alpha / beta) in Eh: 0.2866 / 0.2197
ΔE to the lowest compared entry with this formula, charge and spin in eV: 0.0000
Max |F| in eV/Å: 3.69
E_tot in a.u.: -4331.459407

ORCA input file:
```
! RIJCOSX wB97M-V def2-TZVPD def2/J DEFGRID3
* xyz 3 5
Ir -0.137 -0.843 0.555
P -1.486 -0.572 2.379
P 1.319 -2.549 -0.113
P -1.638 -0.849 -1.054
H 0.183 5.139 -0.194
C -0.559 4.392 0.088
C -0.628 4.039 1.514
H 0.134 4.430 2.185
C -0.607 -0.033 3.884
C -2.368 -2.095 2.870
C -2.805 0.675 2.164
C 2.670 -1.829 -1.103
C 2.138 -3.358 1.304
C 0.660 -3.921 -1.118
C -2.565 0.705 -1.262
C -2.904 -2.154 -0.886
C -0.880 -1.088 -2.695
H -1.507 4.432 -0.455
H -1.597 3.788 1.942
H -0.035 0.882 3.681
H 0.083 -0.821 4.214
H -1.339 0.163 4.679
H -1.649 -2.922 2.940
H -3.133 -2.352 2.126
H -2.842 -1.945 3.849
H -2.408 1.572 1.669
H -3.187 0.954 3.157
H -3.630 0.261 1.571
H 3.424 -2.602 -1.311
H 3.153 -1.007 -0.555
H 2.285 -1.443 -2.056
H 2.818 -4.132 0.926
H 1.380 -3.823 1.946
H 2.704 -2.625 1.893
H 1.277 -4.810 -0.930
H 0.698 -3.680 -2.186
H -0.374 -4.151 -0.833
H -2.935 0.757 -2.295
H -1.900 1.565 -1.078
H -3.415 0.755 -0.571
H -3.401 -2.303 -1.855
H -3.656 -1.860 -0.141
H -2.438 -3.097 -0.573
H -1.622 -0.819 -3.460
H -0.575 -2.130 -2.845
H -0.008 -0.430 -2.808
C 0.831 2.625 -1.710
C 0.467 3.643 -2.594
C 0.895 3.606 -3.929
C 1.671 2.539 -4.387
C 2.067 1.529 -3.497
C 1.666 1.588 -2.157
Se 0.196 2.506 0.178
H -0.471 -2.406 0.835
H -0.152 4.468 -2.248
H 0.617 4.414 -4.606
H 1.975 2.490 -5.432
H 2.694 0.704 -3.843
H 2.005 0.822 -1.452
C 3.521 0.712 2.851
C 2.406 0.140 2.147
N 1.462 -0.225 1.575
H 4.459 0.452 2.343
H 3.561 0.320 3.876
H 3.430 1.806 2.890
*
```

***

Record 8
C33H66O15 | ωB97M-V/def2-TZVPD

Results
LUMO energy in eV: 0.3
Structure (SMILES): CCOC(C)=O.CCOC(C)=O.CCOC(C)=O.CCOC(C)=O.CCOC(C)=O.CCOC(C)=O.CC(C)=O.CC(C)=O.CC(C)=O
HOMO-LUMO gap in Eh: 0.3620
ΔE to the lowest compared entry with this formula, charge and spin in eV: 0.0000
Max |F| in eV/Å: 4.93
E_tot in a.u.: -2425.493409

ORCA input file:
```
! RIJCOSX wB97M-V def2-TZVPD def2/J DEFGRID3
* xyz 0 1
C -2.240 2.607 -5.951
C -2.460 2.338 -4.474
O -2.855 3.460 -3.771
C -1.881 4.370 -3.501
C -2.406 5.563 -2.690
O -0.622 4.300 -3.658
H -1.668 3.527 -6.069
H -3.188 2.652 -6.487
H -1.695 1.759 -6.368
H -3.169 1.524 -4.322
H -1.528 1.974 -4.043
H -2.310 6.603 -2.999
H -2.154 5.546 -1.630
H -3.486 5.429 -2.637
C 3.098 -3.226 4.123
C 3.097 -2.584 5.515
O 3.711 -3.355 6.535
C 5.009 -3.427 6.780
C 5.333 -4.671 7.632
O 5.881 -2.703 6.328
H 2.940 -2.495 3.330
H 2.403 -4.045 3.941
H 4.078 -3.648 3.900
H 3.508 -1.575 5.481
H 2.058 -2.589 5.843
H 5.278 -5.539 6.975
H 4.643 -4.772 8.470
H 6.348 -4.506 7.993
C -2.961 1.334 -0.291
C -1.631 0.491 -0.547
O -1.027 0.475 0.675
C 0.348 0.297 0.756
C 0.884 0.391 2.178
O 1.125 0.107 -0.140
H -3.635 0.669 0.249
H -3.347 1.789 -1.203
H -2.907 2.230 0.329
H -1.699 -0.547 -0.874
H -1.017 0.919 -1.339
H 1.011 1.451 2.395
H 1.820 -0.168 2.195
H 0.216 -0.080 2.900
C 3.884 1.519 -1.551
C 4.513 0.500 -2.574
O 5.682 0.965 -3.139
C 6.036 0.640 -4.366
C 7.237 1.436 -4.752
O 5.733 -0.285 -5.116
H 2.797 1.557 -1.477
H 3.939 2.489 -2.045
H 4.443 1.654 -0.625
H 4.533 -0.497 -2.134
H 3.827 0.458 -3.420
H 7.189 1.428 -5.841
H 8.141 1.022 -4.305
H 7.286 2.489 -4.476
C 6.409 -0.914 3.323
C 5.669 0.432 3.510
O 5.312 0.556 4.887
C 4.059 0.820 5.256
C 3.907 0.974 6.750
O 3.014 0.842 4.558
H 7.444 -0.895 3.667
H 6.475 -1.245 2.286
H 5.852 -1.684 3.856
H 6.321 1.282 3.307
H 4.865 0.556 2.785
H 3.819 0.004 7.239
H 3.006 1.567 6.912
H 4.774 1.510 7.136
C 0.700 -5.670 -3.309
C 0.921 -4.757 -2.058
O -0.252 -4.698 -1.280
C -1.078 -3.654 -1.481
C -2.263 -3.597 -0.599
O -0.813 -2.717 -2.283
H -0.291 -5.625 -3.761
H 1.006 -6.703 -3.147
H 1.352 -5.360 -4.126
H 1.780 -5.062 -1.459
H 1.290 -3.788 -2.395
H -2.462 -2.552 -0.362
H -2.102 -4.163 0.319
H -3.103 -4.064 -1.114
C -4.578 -2.226 -3.028
C -5.798 -2.725 -2.326
C -6.302 -2.175 -0.967
O -6.504 -3.587 -2.869
H -4.159 -3.160 -3.404
H -3.857 -1.698 -2.403
H -4.796 -1.471 -3.783
H -7.024 -2.908 -0.608
H -6.867 -1.246 -1.044
H -5.428 -1.993 -0.341
C -1.895 3.864 3.754
C -3.356 3.943 3.302
C -3.904 4.940 2.292
O -4.202 3.593 4.137
H -1.671 3.707 4.809
H -1.570 4.898 3.639
H -1.314 3.285 3.035
H -4.730 5.414 2.821
H -4.211 4.384 1.406
H -3.242 5.790 2.129
C -7.578 0.074 -3.865
C -6.975 1.051 -2.866
C -6.000 2.034 -3.400
O -7.318 1.090 -1.675
H -6.822 -0.637 -4.200
H -7.999 0.717 -4.638
H -8.405 -0.407 -3.343
H -5.934 1.935 -4.483
H -5.000 1.813 -3.025
H -6.316 3.053 -3.180
*
```